(1)
C3H5O2S | ωB97M-V/def2-TZVPD

The molar mass comes out at 105.1 g mol⁻¹. The HOMO-LUMO gap comes out at 7.2 eV. For the HOMO energy, the calculation gives -0.1474 hartree. For the total energy, the calculation gives -666.0078 a.u. The calculation puts the energy above the lowest of the compared OMol25 structures with the same formula, charge and spin at 99.7 kJ/mol.

Structure (ORCA input):
```
! RIJCOSX wB97M-V def2-TZVPD def2/J DEFGRID3
* xyz -1 1
O -2.0578 -0.7814 -0.4432
C -0.8807 -1.0459 -1.0372
O -0.7016 -2.0865 -1.7995
C 0.1540 0.1795 -0.7381
C 0.6146 -0.0018 0.7094
S 1.2981 1.5993 1.4908
H -0.5268 1.0440 -0.7948
H 0.9771 0.3116 -1.5617
H 1.3251 -0.8246 0.6690
H -0.2685 -0.3765 1.3521
H 0.4713 2.4085 0.8198
*
```

---

(2)
C3H15O5 | ωB97M-V/def2-TZVPD

The molar mass comes out at 131.1 g mol⁻¹. The HOMO-LUMO gap comes out at 7.9 eV. For the HOMO energy, the calculation gives -0.1522 hartree. For the total energy, the calculation gives -499.5252 a.u. The calculation puts the energy above the lowest of the compared OMol25 structures with the same formula, charge and spin at 104.1 kJ/mol.

Structure (ORCA input):
```
! RIJCOSX wB97M-V def2-TZVPD def2/J DEFGRID3
* xyz -1 1
C -0.9674 1.1512 -0.9434
O -0.3600 0.4679 0.0883
C -1.4433 0.1059 -1.9973
C -2.6528 0.5506 -2.8759
H -0.2909 1.8923 -1.4297
H -1.6898 1.8975 -0.5738
H -1.7499 -0.7783 -1.4453
H -0.5818 -0.1429 -2.6009
H -2.6409 -0.1053 -3.7507
H -2.5763 1.5434 -3.2999
H -3.5088 0.3632 -2.2387
H 1.3106 -1.2998 0.8510
H 0.0787 -1.1446 0.2370
O 0.7578 -1.9049 0.3182
H 3.9301 1.4666 1.9783
H 2.5236 1.8205 2.0082
O 3.4070 2.2709 2.0257
H 0.8748 -4.0155 2.3055
H 1.4353 -2.5712 2.4355
O 1.2196 -3.3766 2.9217
H 0.8336 0.5273 2.7550
H 0.7002 0.7560 1.2642
O 1.3907 0.5256 1.9672
*
```

---

(3)
C21H19IrN5O6 | ωB97M-V/def2-TZVPD

The molar mass comes out at 629.6 g mol⁻¹. The HOMO-LUMO gap comes out at 7.1 eV. For the HOMO energy, the calculation gives -0.4396 hartree. For the total energy, the calculation gives -1640.8815 a.u. The calculation puts the energy above the lowest of the compared OMol25 structures with the same formula, charge and spin at 18.2 kJ/mol.

Structure (ORCA input):
```
! RIJCOSX wB97M-V def2-TZVPD def2/J DEFGRID3
* xyz 1 1
Ir 0.7754 -0.7817 1.2577
O -0.5642 -1.3160 2.7231
C -1.7486 -0.9356 2.8103
C -2.4630 -0.1042 1.9053
C -3.8424 0.0664 2.1355
C -4.5940 0.7743 1.2525
C -4.0150 1.3722 0.1275
C -2.6655 1.2677 -0.0818
C -1.8483 0.5354 0.7955
O -0.5578 0.5143 0.5525
N -6.0433 0.9090 1.4827
O -6.4937 0.4092 2.4913
O -6.6792 1.5100 0.6449
H -2.3003 -1.2921 3.6848
H -4.3121 -0.3781 3.0040
H -4.6488 1.9192 -0.5569
H -2.1976 1.7545 -0.9278
N 1.9192 0.0581 2.9070
C 2.9571 -0.7546 3.6010
C 2.5169 -2.1899 3.7700
C 2.6627 -2.8870 2.4371
O 3.4979 -3.7338 2.2536
O 1.8332 -2.4437 1.5174
H 2.2960 0.9520 2.6063
H 1.1529 0.2308 3.5531
H 3.1551 -0.3217 4.5823
H 3.8828 -0.7066 3.0294
H 1.4715 -2.2426 4.0854
H 3.1485 -2.7106 4.4845
C 4.3353 -0.0975 -0.9946
C 3.4195 -0.5279 -0.0686
N 2.1137 -0.2132 -0.1832
C 1.7008 0.4979 -1.2356
C 2.5405 0.8798 -2.2668
C 3.8926 0.6137 -2.1041
C 2.0766 1.5991 -3.4671
C 0.8867 1.6488 -4.0533
C -0.3339 0.8275 -3.8586
C -1.4846 1.1614 -4.5609
C -2.6032 0.3593 -4.3887
N -2.6001 -0.6952 -3.5823
C -1.4673 -0.9246 -2.9260
N -0.3436 -0.2221 -3.0412
H 5.3802 -0.3360 -0.8545
H 3.7223 -1.1348 0.7705
H 0.6835 0.8442 -1.2018
H 4.5940 0.9502 -2.8588
H 2.8630 2.1389 -3.9864
H 0.7985 2.3598 -4.8679
H -1.4942 2.0209 -5.2191
H -3.5245 0.5490 -4.9284
H -1.4511 -1.7741 -2.2510
*
```

---

(4)
C5H9N3 | ωB97M-V/def2-TZVPD

The molar mass comes out at 111.1 g mol⁻¹. The HOMO-LUMO gap (spin up / spin down) comes out at 7.9 / 8.1 eV. For the HOMO energy (spin up / spin down), the calculation gives -0.2861 / -0.2954 hartree. For the total energy, the calculation gives -360.0638 a.u. The calculation puts the energy above the lowest of the compared OMol25 structures with the same formula, charge and spin at 350.5 kJ/mol.

Structure (ORCA input):
```
! RIJCOSX wB97M-V def2-TZVPD def2/J DEFGRID3
* xyz 0 1
C 2.1311 0.7197 0.1371
C 1.3316 -1.1641 -1.2718
C 0.5727 -0.8947 1.1703
C -2.6309 1.2753 0.1454
C 1.2660 -0.3571 -0.0155
N 2.8568 1.6043 0.2828
N -1.2775 0.8271 0.0724
N -0.4399 1.0697 -0.7110
H 1.5540 -0.5326 -2.1280
H 2.1203 -1.9176 -1.1913
H 0.3885 -1.6809 -1.4424
H 1.1059 -0.6876 2.0983
H 0.3853 -1.9616 1.0714
H -0.4222 -0.3888 1.2496
H -2.8418 2.0949 -0.5479
H -2.8346 1.5740 1.1743
H -3.2652 0.4197 -0.0938
*
```

---

(5)
C2H3N5O | ωB97M-V/def2-TZVPD

The molar mass comes out at 113.1 g mol⁻¹. The HOMO-LUMO gap comes out at 10.0 eV. For the HOMO energy, the calculation gives -0.3748 hartree. For the total energy, the calculation gives -426.9762 a.u. The calculation puts the energy above the lowest of the compared OMol25 structures with the same formula, charge and spin at 213.9 kJ/mol.

Structure (ORCA input):
```
! RIJCOSX wB97M-V def2-TZVPD def2/J DEFGRID3
* xyz 0 1
H -0.2261 2.0911 -2.6226
N -0.2447 1.7268 -1.6452
C 0.1531 0.4969 -1.6296
N 0.1600 -0.1603 -0.4483
N 0.4336 -1.4620 -0.3762
N 0.2793 -1.7812 0.8959
C -0.0609 -0.6459 1.5470
O -0.3227 -0.6975 2.8437
N -0.1426 0.3728 0.7637
H 0.5005 -0.1343 -2.4291
H -0.5296 0.1935 3.1006
*
```